The following is a DFT calculation (ωB97M-V with the def2-TZVPD basis set) of one molecule with the formula C20H15N5OS2 at a distorted geometry.

Results
* energy above the lowest of the compared OMol25 structures with the same formula, charge and spin: 16.6 kcal per mole
* HOMO: -0.310 Ha
* E_LUMO: 0.486 eV
* net charge: 0
* HOMO-LUMO gap: 8.91 eV
* SMILES: C[C@H](C(=O)N1c2ccccc2Sc2ccccc21)n1nnc(-c2cccs2)n1

Last columns: bonded neighbours and bond lengths (Å).
Cartesian coordinates (Å):
1 C -3.58428 -0.36878 0.67488  C2 1.526, H29 1.087, H30 1.087, H31 1.086
2 C -2.06601 -0.25218 0.57484  C1 1.526, C3 1.546, N19 1.432, H32 1.097
3 C -1.60566 1.03982 1.28805  C2 1.546, O4 1.207, N5 1.364
4 O -2.39805 1.84851 1.70505  C3 1.207
5 N -0.26664 1.12954 1.53089  C3 1.364, C6 1.422, C18 1.416
6 C 0.18693 1.94655 2.60316  N5 1.422, C7 1.385, C11 1.392
7 C -0.07638 3.30518 2.65055  C6 1.385, C8 1.385, H33 1.078
8 C 0.34059 4.04430 3.74453  C7 1.385, C9 1.385, H34 1.079
9 C 1.02863 3.43404 4.78037  C8 1.385, C10 1.383, H35 1.079
10 C 1.30964 2.08040 4.72915  C9 1.383, C11 1.386, H36 1.079
11 C 0.88612 1.33524 3.64055  C6 1.392, C10 1.386, S12 1.777
12 S 1.22232 -0.40879 3.57798  C11 1.777, C13 1.771
13 C 1.47089 -0.53585 1.82958  S12 1.771, C14 1.387, C18 1.393
14 C 2.42310 -1.39841 1.30751  C13 1.387, C15 1.382, H37 1.079
15 C 2.67062 -1.40111 -0.05265  C14 1.382, C16 1.386, H38 1.079
16 C 2.01700 -0.50412 -0.88271  C15 1.386, C17 1.383, H39 1.079
17 C 1.06207 0.35154 -0.36399  C16 1.383, C18 1.388, H40 1.080
18 C 0.73389 0.28962 0.98362  N5 1.416, C13 1.393, C17 1.388
19 N -1.67732 -0.30021 -0.80268  C2 1.432, N20 1.306, N28 1.315
20 N -1.89515 0.65199 -1.66922  N19 1.306, N21 1.284
21 N -1.42740 0.25471 -2.79732  N20 1.284, C22 1.350
22 C -0.91707 -0.97801 -2.59263  N21 1.350, C23 1.428, N28 1.333
23 C -0.26403 -1.76398 -3.59063  C22 1.428, C24 1.370, S27 1.730
24 C 0.35215 -2.97511 -3.41954  C23 1.370, C25 1.406, H41 1.075
25 C 0.91810 -3.46273 -4.61078  C24 1.406, C26 1.361, H42 1.075
26 C 0.72648 -2.61944 -5.66184  C25 1.361, S27 1.716, H43 1.072
27 S -0.14897 -1.20913 -5.22522  C23 1.730, C26 1.716
28 N -1.07473 -1.34701 -1.32177  N19 1.315, C22 1.333
29 H -3.92113 -1.28819 0.20182  C1 1.087
30 H -4.04498 0.48422 0.18292  C1 1.087
31 H -3.88574 -0.36919 1.71825  C1 1.086
32 H -1.57408 -1.10867 1.05196  C2 1.097
33 H -0.62705 3.76355 1.84565  C7 1.078
34 H 0.12291 5.10007 3.78737  C8 1.079
35 H 1.35065 4.01212 5.63282  C9 1.079
36 H 1.84359 1.59153 5.52919  C10 1.079
37 H 2.96447 -2.05150 1.97399  C14 1.079
38 H 3.40185 -2.08077 -0.46176  C15 1.079
39 H 2.24896 -0.46902 -1.93586  C16 1.079
40 H 0.56653 1.07407 -0.99590  C17 1.080
41 H 0.38827 -3.47559 -2.46930  C24 1.075
42 H 1.44394 -4.39762 -4.68453  C25 1.075
43 H 1.04961 -2.74381 -6.67634  C26 1.072